{"formula": "C2H5NO", "method": "the ωB97M-V functional and the def2-TZVPD basis", "homo_energy_ha": -0.384, "e_above_lowest_kcal_mol": 37.9, "lumo_ev": 0.7, "total_energy_ha": -209.1619, "species": ["C", "C", "O", "N", "H", "H", "H", "H", "H"], "positions_angstrom": [[0.78088, -0.88326, 0.13716], [-1.54755, -0.39496, -0.48388], [-2.66861, -0.52136, -0.81468], [-0.42165, -0.14130, -0.14001], [0.61467, -1.60201, 0.94538], [1.56647, -0.18987, 0.44398], [1.11858, -1.41967, -0.75491], [0.07033, 2.97921, 0.29649], [0.19549, 2.24766, 0.34929]], "atomic_forces_ev_per_a": [[0.2, -0.2, 0.0], [-0.1, 0.0, 0.0], [0.7, 0.1, 0.2], [-0.7, -0.1, -0.2], [0.1, 0.1, -0.1], [-0.1, -0.1, -0.1], [0.0, 0.1, 0.1], [0.1, 0.0, 0.0], [0.0, 0.1, 0.0]], "lowdin_charge": [-0.1021, -0.3284, 0.1403, 0.0326, 0.0840, 0.0685, 0.0838, 0.0249, -0.0036]}